Entry 1:
C21H20MgN5O11P | the ωB97M-V functional and the def2-TZVPD basis

Positions of all 59 atoms, in Å:
H 0.99 -2.63 -2.20
H -3.76 -1.12 0.51
O 1.43 -0.63 3.15
O -5.87 -2.94 -2.90
O -2.11 4.78 5.63
H 2.73 1.09 -0.04
C -0.11 3.25 2.40
H -1.23 4.78 3.36
O 0.07 5.21 1.08
H 4.82 -0.12 -0.08
C 4.60 -0.61 -1.03
H 3.23 -3.46 -1.94
H -7.52 -3.06 -1.66
H -6.39 -4.44 -1.57
C -2.92 -0.77 -2.78
H 1.81 1.31 -1.53
C -2.87 -0.62 -1.40
Mg -0.17 1.44 0.20
C 2.88 -1.87 0.10
C -0.08 4.01 1.06
C 3.67 -2.49 -2.12
C 3.27 -0.38 -3.11
C 0.56 1.99 2.54
C -1.80 0.21 -0.79
C -3.91 -1.54 -3.39
H 4.19 -0.44 -3.68
N 4.03 -1.89 -0.83
C 2.42 0.61 -0.96
H 4.58 -2.62 -2.71
O -0.81 0.61 -1.52
H -3.98 -1.66 -4.46
O -1.83 0.49 0.45
N 3.64 0.31 -1.79
N 1.24 0.13 4.08
C 1.39 -1.62 -2.24
H -0.05 1.53 5.87
H 3.19 -1.45 1.06
P 1.41 -0.91 -0.51
O -5.78 -2.72 -0.60
O -1.39 3.22 6.92
O -0.20 3.27 -0.01
N 2.73 -1.67 -2.88
C -4.82 -2.15 -2.55
C -0.73 3.19 4.71
C -0.07 2.00 4.90
N -1.45 3.78 5.84
C -0.74 3.82 3.47
C -6.48 -3.36 -1.67
O 1.70 -0.05 5.20
H -2.18 -0.26 -3.39
H 2.56 0.27 -3.62
H 4.11 1.19 -1.99
H 5.50 -0.67 -1.64
C -3.80 -1.25 -0.56
C 0.56 1.41 3.83
H 0.71 -1.02 -2.83
O 1.18 1.44 1.52
H 2.58 -2.90 0.30
C -4.76 -2.01 -1.18

Output
Relative energy (zero: lowest compared OMol25 entry of this formula, charge and spin) ... 0.0 kcal per mole
Net charge ... 0
HOMO energy ... -8.3 eV
Strongest force on any atom ... 1.33 eV/A
E_tot ... -66805.4302 eV


Entry 2:
C6H7N | the ωB97M-V functional and the def2-TZVPD basis

Positions of all 14 atoms, in Å:
C -0.54 0.88 -0.83
C -0.41 -1.25 -0.86
C -0.93 -1.60 -2.19
H -0.60 -1.33 1.30
C -1.20 -1.58 0.39
C -0.20 1.93 0.11
H 0.80 1.60 0.45
H -0.21 2.92 -0.37
H 0.63 -1.60 -0.98
H -2.23 -1.18 0.43
C -1.24 -0.38 -2.31
H -0.90 1.96 0.97
H -1.42 -2.66 0.35
N -1.21 0.94 -1.90

Output
Relative energy (zero: lowest compared OMol25 entry of this formula, charge and spin) ... 163.1 kcal per mole
Net charge ... 0
HOMO energy ... -8.5 eV
Strongest force on any atom ... 3.86 eV/A
E_tot ... -7818.5734 eV


Entry 3:
C27H78N4O15 | the ωB97M-V functional and the def2-TZVPD basis

Positions of all 124 atoms, in Å:
H -1.39 -6.83 3.55
C -2.19 -6.39 4.14
H 2.75 2.17 -2.40
C 3.94 -2.71 -3.19
H 4.00 -4.41 -0.82
N 3.18 -1.26 -1.29
C 0.89 4.63 -0.12
H 3.39 3.74 -5.24
H -2.61 5.09 -0.74
H 0.63 0.58 -0.96
H 0.10 1.82 -3.59
H -2.30 3.04 -2.62
H 1.91 4.31 0.03
H -3.36 2.32 5.01
O -1.18 -2.67 -3.97
C -2.73 0.24 4.82
O -1.96 3.55 -1.89
C -1.74 -5.11 4.92
H 4.67 -0.39 1.01
H 1.09 6.26 1.41
C 1.83 2.41 -4.39
H -1.49 -2.95 1.61
H 4.35 -3.79 -5.52
C 3.80 -4.43 -4.82
H -0.25 -0.39 -2.56
H -2.67 1.31 6.98
H 2.61 1.51 0.22
H 3.76 -0.47 -1.55
H 4.74 -2.13 -3.65
H -1.73 -3.41 -3.71
O -4.08 -1.15 -1.55
C -4.54 -0.03 -0.83
H 3.48 -0.23 -5.16
H 0.57 -0.14 1.03
O -4.85 3.37 -2.39
C -0.51 -3.22 2.00
H 2.78 -1.12 0.75
H 0.81 -2.48 -3.86
H -4.11 0.89 -1.22
H -5.62 0.13 -0.76
H 0.09 -3.68 1.21
C -4.27 -1.50 5.05
H -3.03 -5.61 6.35
H 2.85 1.81 2.28
O 0.50 4.55 -1.49
H 3.59 1.27 -5.94
H -3.42 -2.17 4.88
H 2.99 -2.34 -3.57
H 0.51 1.59 1.55
H -1.78 0.06 1.24
O 3.99 1.29 -3.84
H 5.09 0.49 -5.40
H 0.78 3.11 -2.91
C -4.31 4.01 -1.27
H -0.87 -5.34 5.53
H 0.28 -3.92 -3.11
H 3.10 -3.26 0.27
H -2.99 5.27 -2.45
C -2.96 4.56 -1.63
H -1.16 3.43 4.39
H -2.97 0.18 3.76
O -2.01 2.03 0.59
H -1.11 -2.12 -1.50
O -0.58 -4.17 3.05
N 0.55 2.70 -3.80
H 1.33 6.72 -0.28
H -2.49 -7.19 4.82
H -3.67 -4.64 5.33
H 2.02 4.56 -4.33
C 4.06 0.70 -5.14
H 2.74 -4.35 -5.07
O 4.08 -4.12 -3.44
H -1.80 -0.29 5.03
C 4.01 -0.07 1.81
H 1.75 3.88 -5.82
C -1.61 -3.96 3.96
C -1.37 2.39 4.13
H 0.53 -2.73 -1.13
H -0.43 4.31 -1.52
C 3.71 1.48 1.70
H -3.04 -6.24 3.48
N -2.79 -4.79 5.82
C 3.92 -2.43 -1.66
C 3.32 -3.56 -0.75
H 4.07 -5.48 -4.87
H 4.96 -2.30 -1.35
C -1.29 0.76 0.58
O 3.53 1.76 0.37
H -1.15 1.34 6.58
N -2.00 1.87 6.47
H -4.95 -1.92 5.79
C -0.08 -2.18 -1.84
H 4.39 -0.36 2.78
C 2.68 1.62 -3.34
H -4.18 2.90 -2.89
H 2.33 -1.23 -1.83
H -0.02 -2.32 2.38
H 4.57 1.97 2.16
H -4.07 -0.17 0.14
H -5.01 4.81 -1.03
H 1.57 1.73 -5.20
C 0.74 6.09 0.39
O 0.84 1.30 -0.36
H -0.43 1.85 4.19
H -5.00 -1.41 4.25
C 0.01 -2.87 -3.22
H 0.26 3.97 0.48
H -1.49 -2.98 4.42
H 2.42 -3.92 -1.24
H -4.31 3.33 -0.42
O -0.61 6.55 0.29
H -2.55 -3.83 3.42
C 0.23 0.86 0.78
C -2.45 1.73 5.09
H -1.47 0.35 -0.42
H -1.71 2.29 3.10
O -3.88 -0.20 5.49
O 2.81 -0.74 1.63
C 2.35 3.71 -4.92
H 2.21 0.68 -3.06
O 0.35 -0.84 -1.96
H -1.88 2.46 -0.26
H -3.73 -0.96 -2.42
H -1.17 6.21 0.99

Output
Structure (SMILES) ... COC[C@H](C)N.COC[C@H](C)N.COC[C@H](C)N.COC[C@H](C)N.OCCO.OCCO.OCCO.OCCO.OCCO.CO
Relative energy (zero: lowest compared OMol25 entry of this formula, charge and spin) ... 79.0 kcal per mole
Net charge ... 0
HOMO energy ... -9.1 eV
Strongest force on any atom ... 2.58 eV/A
E_tot ... -65930.2490 eV


Entry 4:
C15H15FIN4O | the ωB97M-V functional and the def2-TZVPD basis

Positions of all 37 atoms, in Å:
N 0.69 0.91 -0.45
C 0.15 3.29 -6.15
H 1.52 -2.02 2.04
H 1.72 4.52 -5.35
H -0.97 -3.72 4.53
H -3.74 1.89 -0.11
C -0.70 2.21 -5.91
I 1.35 -2.30 5.09
C 1.50 1.98 -0.06
H -0.46 -3.23 1.55
C 1.05 3.68 -5.17
H 1.53 -0.95 0.06
O 1.84 3.16 0.53
C -0.40 -2.55 2.53
C 0.25 1.91 -3.73
H -1.34 0.69 -4.54
C 0.31 -0.28 1.68
F -1.58 1.84 -6.86
H -1.42 -2.02 2.78
H 0.38 -5.75 4.09
C -1.93 0.86 1.47
C -2.95 1.38 0.63
H -1.72 -0.24 6.03
C 0.81 -4.86 3.43
C 1.11 2.99 -3.96
C -1.35 0.20 5.00
C -0.66 1.52 -4.71
H 0.75 -5.09 2.26
N 0.70 -1.52 2.46
C -0.04 -3.52 3.84
N 0.89 -0.16 0.41
H 0.30 1.37 -2.78
H 1.96 -4.70 3.70
C -0.87 0.61 3.72
H 0.10 3.81 -7.11
N -0.59 0.79 2.24
H 1.82 3.29 -3.19

Output
Relative energy (zero: lowest compared OMol25 entry of this formula, charge and spin) ... 119.2 kcal per mole
Net charge ... +1
HOMO energy ... -11.3 eV
Strongest force on any atom ... 12.39 eV/A
E_tot ... -34600.2904 eV


Entry 5:
C4H9O2 | the ωB97M-V functional and the def2-TZVPD basis

Positions of all 15 atoms, in Å:
C 1.11 0.49 1.01
H -1.36 -1.48 -0.45
C -1.09 0.55 -1.62
H 2.25 -0.43 2.22
O 2.41 0.01 1.36
H -1.83 -0.11 0.42
C 0.34 -0.62 0.32
O -0.98 1.96 -1.44
H 1.06 1.30 0.42
H 0.20 -1.31 1.27
H -2.01 0.24 -2.18
H 1.04 -1.25 -0.38
H -0.46 0.11 -2.45
C -1.06 -0.41 -0.31
H 0.40 0.94 1.82

Output
Structure (SMILES) ... [O-]CCCCO
Relative energy (zero: lowest compared OMol25 entry of this formula, charge and spin) ... 88.0 kcal per mole
Net charge ... -1
HOMO energy ... -2.2 eV
Strongest force on any atom ... 4.24 eV/A
E_tot ... -8386.6769 eV


Entry 6:
C47H50GeN5O4TeV | the ωB97M-V functional and the def2-TZVPD basis

Positions of all 109 atoms, in Å:
H 4.78 -13.13 22.48
H 0.18 -13.34 19.59
H 6.32 -18.71 20.96
H -1.78 -17.38 16.47
H 3.49 -15.24 19.99
H -3.73 -18.97 16.40
H -0.98 -22.19 15.88
H 2.85 -18.98 17.25
C 2.93 -18.65 16.21
O 4.41 -16.14 17.63
H 5.15 -17.12 24.24
H 6.43 -13.60 23.02
C 8.31 -12.65 22.79
Te 4.32 -12.69 18.63
H 2.22 -17.17 21.18
O 7.81 -14.98 16.83
C 2.96 -16.54 21.69
N 6.03 -14.61 20.51
H 4.22 -18.28 22.30
H 1.28 -14.71 15.69
N 11.77 -17.12 21.74
H 8.56 -13.08 24.86
C 10.49 -12.73 19.70
C 0.38 -14.15 18.92
C 9.37 -12.33 21.92
C -2.70 -19.33 16.38
H -0.63 -18.40 13.62
H -0.01 -15.74 20.34
H 2.67 -13.67 23.55
C 0.85 -16.23 17.13
C 0.97 -17.09 14.07
C 10.71 -17.55 21.51
C 8.56 -17.52 20.70
Ge 1.19 -17.70 15.91
H 8.72 -9.99 17.86
H 0.69 -16.10 10.33
C -1.62 -18.46 16.36
C 2.22 -15.40 22.41
H 1.68 -14.78 21.69
H 10.33 -13.08 18.70
H 8.71 -8.91 20.13
N 7.27 -15.27 17.79
H 3.56 -13.53 21.29
H 4.39 -16.76 20.15
C 9.29 -12.81 20.61
H 10.27 -11.83 22.30
C 6.81 -9.68 20.66
C 3.20 -14.52 23.15
C 4.16 -13.94 22.12
C 4.87 -17.24 17.23
C -0.32 -18.91 16.18
C -0.17 -20.27 16.05
H 0.84 -20.61 15.83
O 5.71 -19.41 20.71
C 4.32 -17.90 15.97
C 7.13 -13.86 21.02
C 3.95 -15.37 24.16
C 7.87 -9.50 19.79
C 5.84 -11.28 19.13
H 2.53 -15.08 11.84
C 5.03 -15.08 21.48
H 1.49 -15.83 23.08
C -0.05 -17.30 11.89
H 6.55 -15.58 23.07
C 1.82 -16.12 13.50
C 7.23 -13.37 22.33
C 5.77 -10.55 20.30
C 1.79 -15.78 12.16
C 1.01 -14.90 16.72
C 4.00 -15.90 20.70
H 6.97 -11.67 17.37
H 9.10 -11.50 24.39
H 7.34 -11.80 24.44
H 6.79 -9.14 21.60
C 0.47 -16.54 18.43
H 0.39 -17.57 18.77
H 6.18 -16.86 21.96
C 0.76 -13.88 17.64
C 0.81 -16.34 11.36
C 0.23 -15.50 19.30
H 8.19 -13.97 19.17
H 4.98 -10.66 21.00
H 4.19 -17.12 15.22
N 9.55 -18.13 21.20
H 2.61 -15.67 14.11
V 6.25 -16.07 18.99
H 5.03 -18.61 15.60
H 10.90 -11.73 19.64
C 5.71 -16.03 22.50
C 8.20 -13.56 20.18
O 5.78 -17.85 17.86
C -2.50 -20.73 16.24
N 7.60 -17.14 20.16
H 0.89 -12.86 17.29
H 4.75 -14.80 24.68
C 3.72 -17.40 22.73
C 7.87 -10.12 18.53
H -3.35 -21.39 16.17
H -0.81 -17.77 11.26
C 4.69 -16.53 23.50
C 0.03 -17.66 13.23
H 2.93 -19.45 15.49
H 5.70 -19.28 19.76
C 8.32 -12.24 24.20
H 3.28 -15.75 24.90
C -1.20 -21.17 16.09
H 11.26 -13.32 20.20
H 2.91 -17.74 23.40
C 6.88 -11.02 18.24

Output
Spin multiplicity ... 4
Relative energy (zero: lowest compared OMol25 entry of this formula, charge and spin) ... 0.0 kcal per mole
Net charge ... -1
HOMO energy (spin up / spin down) ... -4.4 / -4.7 eV
Strongest force on any atom ... 2.97 eV/A
E_tot ... -154689.3087 eV


Entry 7:
C8H17N3Si | the ωB97M-V functional and the def2-TZVPD basis

Positions of all 29 atoms, in Å:
H -2.36 -0.09 0.01
H 0.05 0.25 3.18
H -0.33 -2.80 1.49
C -1.17 3.12 2.53
H -0.06 2.91 -0.98
H 0.32 1.61 -2.37
N -0.82 2.18 3.55
H -1.19 -1.17 -1.98
C -0.43 -1.13 0.01
H -1.97 -0.48 1.65
C -0.18 1.24 2.86
H 2.80 0.05 -1.09
C 2.44 0.35 -0.07
H 1.28 -2.20 0.67
C -1.90 -0.78 0.62
C -0.55 -1.80 -1.33
H 2.95 1.31 0.35
C 0.28 -2.03 1.03
H 0.43 -1.85 -1.86
H -0.77 -2.85 -1.35
C -0.14 1.84 -1.37
H -1.71 4.06 2.74
H -2.38 -1.80 0.52
H 2.80 -0.48 0.61
H 0.45 -1.32 1.83
N -0.16 1.52 1.55
N -0.78 2.67 1.36
H -1.23 1.67 -1.47
Si 0.53 0.59 -0.14

Output
Spin multiplicity ... 3
Relative energy (zero: lowest compared OMol25 entry of this formula, charge and spin) ... 0.0 kcal per mole
Net charge ... 0
HOMO energy (spin up / spin down) ... -4.2 / -9.7 eV
Strongest force on any atom ... 8.84 eV/A
E_tot ... -20914.1241 eV


Entry 8:
C32H31BrN3O2PS5Ta | the ωB97M-V functional and the def2-TZVPD basis

Positions of all 76 atoms, in Å:
C 2.14 1.29 3.20
N 0.95 1.15 5.07
C -1.30 1.24 -3.44
S 2.11 -1.05 0.18
Ta 0.01 -0.38 1.07
H -5.11 -2.96 -4.51
N -1.27 -0.84 2.96
C -4.63 -1.23 -2.35
H -3.65 -3.93 -4.29
C -0.81 4.76 -1.49
S 0.08 -2.75 1.56
C 1.87 1.64 -0.84
H -3.21 3.94 0.72
H -5.65 -1.15 -2.72
H -3.51 -2.21 -4.68
C 1.32 3.68 -1.96
C -1.99 4.85 -0.82
H 3.27 1.32 1.37
C -1.70 -0.65 5.20
C 3.08 2.51 5.11
H -1.11 1.36 -2.37
H -2.84 -2.01 2.22
O -1.64 -1.15 -3.35
H -0.99 -0.22 -4.99
C -0.18 2.66 -0.31
C 0.67 -0.32 -3.64
S -1.73 -0.67 -0.49
H 4.91 3.50 4.68
H -1.61 -0.38 6.24
C -1.41 2.87 0.36
C 2.20 2.68 -1.73
O -2.81 -2.89 -2.05
N 1.02 0.50 2.95
H 1.53 4.48 -2.67
H -0.78 2.03 -3.97
H 4.46 -2.63 -0.42
S -3.00 -1.60 4.64
C 4.12 2.88 4.28
H 0.89 -0.22 -2.57
C -2.30 3.88 0.15
H 0.62 1.25 6.02
C 1.80 -4.88 1.27
C -0.87 -0.33 4.17
C 0.71 1.53 -0.10
H -4.74 -3.35 -2.13
H 1.01 -1.30 -3.97
H 3.20 -6.47 0.99
H 1.23 0.45 -4.18
C 1.55 -3.53 1.08
H 1.05 -5.51 1.74
H -2.37 1.34 -3.62
H -0.53 5.50 -2.22
C -0.80 -0.11 -3.92
C 3.00 -5.41 0.85
C -2.38 -1.52 3.06
C -4.09 -2.95 -4.13
C 2.10 1.71 4.53
C 4.19 2.45 2.95
C 0.35 0.44 4.10
C 2.51 -2.72 0.47
S 0.09 -3.23 -1.98
H 4.90 -5.03 -0.07
C 0.10 3.70 -1.25
H 2.63 0.88 -0.77
C 3.96 -4.61 0.25
H -4.03 -0.46 -2.83
H 3.15 2.64 -2.25
P -1.45 -2.10 -2.10
H -4.65 -1.03 -1.27
C 3.72 -3.26 0.05
H -2.68 5.66 -1.01
C 3.21 1.65 2.39
H 5.03 2.74 2.35
Br -1.84 1.65 1.75
H 3.02 2.83 6.14
C -4.12 -2.62 -2.65

Output
Relative energy (zero: lowest compared OMol25 entry of this formula, charge and spin) ... 13.4 kcal per mole
Net charge ... +1
HOMO energy ... -10.4 eV
Strongest force on any atom ... 0.63 eV/A
E_tot ... -177312.5183 eV


Among the records above, which one has the highest relative energy (zero: lowest compared OMol25 entry of this formula, charge and spin)? C6H7N